{"formula": "C73H146Cl10N7O7", "method": "wB97M-V/def2-TZVPD", "elements": ["C", "C", "C", "C", "C", "C", "N", "O", "C", "C", "C", "H", "H", "H", "H", "H", "H", "H", "H", "H", "H", "H", "H", "H", "H", "H", "H", "H", "H", "C", "C", "C", "C", "C", "C", "N", "O", "C", "C", "C", "H", "H", "H", "H", "H", "H", "H", "H", "H", "H", "H", "H", "H", "H", "H", "H", "H", "H", "C", "C", "C", "C", "C", "C", "N", "O", "C", "C", "C", "H", "H", "H", "H", "H", "H", "H", "H", "H", "H", "H", "H", "H", "H", "H", "H", "H", "H", "C", "C", "C", "C", "C", "C", "N", "O", "C", "C", "C", "H", "H", "H", "H", "H", "H", "H", "H", "H", "H", "H", "H", "H", "H", "H", "H", "H", "H", "C", "C", "C", "C", "C", "C", "N", "O", "C", "C", "C", "H", "H", "H", "H", "H", "H", "H", "H", "H", "H", "H", "H", "H", "H", "H", "H", "H", "H", "C", "C", "C", "C", "C", "C", "N", "O", "C", "C", "C", "H", "H", "H", "H", "H", "H", "H", "H", "H", "H", "H", "H", "H", "H", "H", "H", "H", "H", "C", "C", "C", "C", "C", "C", "N", "O", "C", "C", "C", "H", "H", "H", "H", "H", "H", "H", "H", "H", "H", "H", "H", "H", "H", "H", "H", "H", "H", "Cl", "C", "C", "Cl", "H", "H", "H", "H", "Cl", "C", "C", "Cl", "H", "H", "H", "H", "Cl", "C", "C", "Cl", "H", "H", "H", "H", "Cl", "C", "C", "Cl", "H", "H", "H", "H", "Cl", "C", "C", "Cl", "H", "H", "H", "H"], "positions_angstrom": [[5.4493, 0.3581, 3.8205], [6.4620, 0.7615, 4.9265], [5.7943, 0.6441, 6.2483], [6.7261, 0.8891, 7.4151], [7.7409, -0.2966, 7.4226], [8.4494, -0.4008, 6.0808], [7.6436, -0.1250, 4.8474], [8.3757, -0.0652, 3.6225], [9.7136, 0.4734, 6.1773], [8.9136, -1.8811, 6.0651], [6.7956, 2.2736, 4.6000], [5.0014, -0.6150, 4.0190], [5.9836, 0.4037, 2.8704], [4.6272, 1.0535, 3.6402], [4.9566, 1.3275, 6.4109], [5.2286, -0.2867, 6.3450], [6.0692, 0.9137, 8.2883], [7.1029, 1.9126, 7.4416], [7.3121, -1.2257, 7.7971], [8.2835, 0.0511, 8.3053], [9.3983, 1.5100, 6.3264], [10.3639, 0.0968, 6.9637], [10.2809, 0.6284, 5.2585], [8.0473, -2.5457, 6.0114], [9.3832, -2.1699, 5.1208], [9.5866, -2.2873, 6.8190], [6.0397, 3.0583, 4.7072], [6.8528, 2.4397, 3.5217], [7.6453, 2.7050, 5.1291], [-6.9035, -1.2120, 2.6187], [-6.3556, -2.6465, 2.4744], [-4.8158, -2.4142, 2.2209], [-3.9545, -3.6708, 2.0659], [-4.1384, -4.5422, 3.2964], [-5.6302, -4.7583, 3.6361], [-6.4587, -3.5239, 3.6222], [-7.7589, -3.6708, 4.0695], [-6.1439, -5.9058, 2.7596], [-5.4963, -5.2445, 5.1701], [-6.9545, -3.2237, 1.1740], [-7.9921, -1.1932, 2.5701], [-6.4623, -0.5287, 1.8947], [-6.6105, -0.8273, 3.5980], [-4.7155, -1.7848, 1.3353], [-4.5135, -1.8616, 3.1122], [-2.8766, -3.4853, 2.0989], [-4.0096, -4.1565, 1.0902], [-3.5867, -4.2903, 4.1992], [-3.7307, -5.4687, 2.8859], [-5.9492, -6.8460, 3.2757], [-7.2336, -5.9411, 2.6926], [-5.7996, -5.9052, 1.7262], [-4.9297, -4.5619, 5.8049], [-6.4480, -5.2841, 5.7035], [-5.0567, -6.2337, 5.2973], [-7.9749, -3.6035, 1.1698], [-6.1883, -3.8782, 0.7556], [-6.9890, -2.4559, 0.3986], [2.5043, -1.0227, -1.0447], [1.8907, -0.1058, 0.0411], [1.5546, 1.1817, -0.7135], [0.6339, 2.1831, 0.0751], [-0.6451, 1.5118, 0.4633], [-0.4249, 0.1696, 1.2195], [0.6611, -0.6318, 0.6305], [0.7593, -1.8598, 1.2186], [-0.2292, 0.5465, 2.7188], [-1.7896, -0.5584, 1.1647], [3.0597, 0.2673, 1.0273], [2.9551, -0.4798, -1.8786], [1.7250, -1.4356, -1.6925], [3.1577, -1.7868, -0.6287], [2.4780, 1.7181, -0.9208], [1.0619, 0.9999, -1.6712], [0.4694, 3.0168, -0.6107], [1.2290, 2.6279, 0.8748], [-1.2932, 1.3080, -0.3941], [-1.3342, 2.0435, 1.1224], [-0.0862, -0.4164, 3.2167], [0.6170, 1.1779, 2.9855], [-1.2076, 0.8525, 3.0874], [-1.8523, -0.8068, 0.1024], [-1.8622, -1.4645, 1.7599], [-2.5241, 0.2360, 1.2767], [4.0288, 0.3137, 0.5319], [3.1425, -0.5759, 1.7177], [2.8440, 1.1650, 1.6066], [1.6593, 7.5885, 3.7383], [2.4599, 6.4534, 4.3908], [3.2634, 7.0715, 5.4822], [3.9617, 6.0019, 6.3141], [2.8815, 4.9609, 6.7697], [1.9875, 4.3309, 5.6985], [1.5155, 5.3784, 4.7812], [0.7791, 4.9474, 3.7009], [2.8119, 3.1661, 5.0733], [0.7837, 3.7369, 6.4946], [3.5041, 5.9970, 3.3099], [2.2218, 8.5001, 3.5421], [0.8211, 7.8939, 4.3692], [1.1627, 7.2220, 2.8401], [4.0872, 7.6720, 5.0992], [2.6187, 7.5827, 6.2002], [4.5004, 6.5362, 7.0989], [4.7969, 5.5358, 5.7870], [2.2424, 5.4008, 7.5378], [3.4642, 4.1859, 7.2697], [3.8165, 3.3730, 4.7075], [2.9619, 2.3318, 5.7624], [2.2387, 2.6434, 4.3044], [0.2842, 2.9492, 5.9300], [1.1626, 3.3418, 7.4369], [0.0122, 4.4677, 6.7372], [4.1712, 5.2261, 3.6936], [4.1230, 6.8073, 2.9210], [3.0724, 5.6325, 2.3762], [0.2962, 1.7369, -5.2705], [-0.6413, 0.6766, -6.0172], [-0.9068, 1.2498, -7.4588], [-1.6897, 0.2363, -8.2989], [-0.7893, -1.0138, -8.3911], [-0.3201, -1.6577, -7.0503], [-0.0008, -0.6261, -6.0735], [0.4966, -1.1254, -4.8755], [-1.4129, -2.6061, -6.5879], [0.8678, -2.5844, -7.4110], [-2.0463, 0.6205, -5.3158], [-0.2531, 2.6747, -5.3528], [1.1555, 1.8261, -5.9347], [0.5461, 1.3698, -4.2799], [-1.6304, 2.0321, -7.2269], [0.0558, 1.5505, -7.8697], [-1.8635, 0.5250, -9.3359], [-2.6524, -0.0606, -7.8822], [0.1361, -0.6105, -8.8173], [-1.1134, -1.6598, -9.2071], [-1.5985, -3.4224, -7.2896], [-1.1301, -3.2114, -5.7239], [-2.3801, -2.1487, -6.3782], [1.0716, -3.1291, -6.4883], [0.5440, -3.2182, -8.2337], [1.7806, -2.0466, -7.6702], [-1.9310, 0.3144, -4.2722], [-2.8437, 0.0339, -5.7697], [-2.5310, 1.5758, -5.0959], [0.7661, -5.7358, -3.1570], [-0.5060, -5.2549, -2.3489], [-0.1240, -3.7897, -2.0550], [-1.3011, -2.9329, -1.7502], [-2.3829, -2.9908, -2.8314], [-2.7963, -4.4192, -3.1383], [-1.6320, -5.2883, -3.2938], [-1.8495, -6.5274, -3.8627], [-3.8256, -4.8610, -2.0928], [-3.6328, -4.3774, -4.4809], [-0.7203, -6.0531, -1.0625], [0.8353, -5.3982, -4.1898], [0.8189, -6.8253, -3.2279], [1.6988, -5.5359, -2.6272], [0.5105, -3.6612, -1.1726], [0.4953, -3.2340, -2.7633], [-0.9176, -1.9145, -1.6438], [-1.7197, -3.0977, -0.7536], [-2.0799, -2.4021, -3.6974], [-3.1934, -2.5079, -2.2857], [-3.3356, -4.8435, -1.1155], [-4.6729, -4.1801, -2.0362], [-4.0611, -5.9105, -2.2697], [-4.1453, -5.3059, -4.7490], [-4.4911, -3.7164, -4.3545], [-3.1240, -4.2465, -5.4348], [-1.0763, -5.3996, -0.2628], [0.2141, -6.4341, -0.6511], [-1.4542, -6.8345, -1.2547], [-4.0236, 0.0100, -1.5420], [-5.3893, 0.2692, -2.2831], [-6.4991, -0.2352, -1.3238], [-7.9601, 0.0136, -1.6278], [-8.1196, 1.5394, -1.9407], [-7.0740, 2.1044, -2.8789], [-5.6859, 1.6683, -2.5255], [-4.7700, 2.3993, -3.2679], [-7.4524, 1.8163, -4.2910], [-7.3168, 3.6436, -2.7339], [-5.3290, -0.7095, -3.5020], [-3.9456, -0.9433, -1.0196], [-3.8939, 0.7191, -0.7202], [-3.1621, 0.1722, -2.1895], [-6.4096, -1.3212, -1.2707], [-6.2764, 0.1958, -0.3448], [-8.4583, -0.1757, -0.6746], [-8.3830, -0.7314, -2.3025], [-8.1573, 2.0145, -0.9591], [-9.1414, 1.5977, -2.3187], [-6.6719, 2.2147, -4.9414], [-7.5866, 0.7750, -4.5867], [-8.4036, 2.2979, -4.5161], [-6.7362, 4.1096, -3.5322], [-8.3790, 3.8022, -2.9058], [-6.9419, 4.1226, -1.8300], [-6.2288, -0.6385, -4.1152], [-5.1743, -1.7567, -3.2540], [-4.5668, -0.3011, -4.1681], [-7.4656, 3.3870, 1.3456], [-6.3362, 2.6487, 2.5607], [-4.9955, 2.1929, 1.9937], [-4.1709, 1.1583, 3.2856], [-6.8179, 1.7595, 2.9650], [-6.3578, 3.4069, 3.3395], [-4.1659, 2.8910, 1.9035], [-5.0465, 1.6409, 1.0572], [3.6217, 5.3494, -5.6526], [2.0799, 4.8702, -4.9923], [2.3708, 4.2809, -3.6286], [2.9588, 2.5951, -3.8426], [1.5631, 4.2381, -5.7107], [1.4804, 5.7784, -4.9186], [1.4168, 4.2040, -3.1039], [3.0766, 4.7616, -2.9560], [7.9080, 3.9652, -4.2726], [6.3688, 3.5845, -3.5534], [6.5775, 2.8025, -2.2857], [5.1780, 2.4086, -1.2512], [5.8016, 3.1048, -4.3469], [5.9589, 4.5486, -3.2498], [7.2789, 3.2728, -1.5990], [7.0948, 1.9093, -2.6418], [3.7702, -3.2302, -3.6401], [4.7301, -2.2916, -4.8077], [3.8686, -1.1368, -5.2755], [4.5547, -0.2149, -6.6726], [5.1024, -2.8961, -5.6332], [5.6250, -1.9494, -4.2880], [3.5996, -0.4218, -4.5019], [2.9896, -1.5355, -5.7774], [6.8020, -2.7370, 3.1520], [6.3229, -2.6061, 1.4785], [7.1605, -1.6479, 0.6926], [6.5227, -1.7708, -0.9588], [5.3306, -2.1509, 1.4807], [6.1956, -3.5455, 0.9434], [8.2069, -1.9151, 0.5592], [7.0237, -0.5978, 0.9407]], "multiplicity": 8, "orbital_gap_ev": [8.76, 9.08], "energy_ev": -228039.6599}